1.
Formula: C12H21EuN5O5S
Source: the OMol25 dataset
Level of theory: ωB97M-V with the def2-TZVPD basis set

Results
**Total charge**: +1
**Energy relative to the best compared isomer or geometry (same formula, charge and spin)**: 8.50 kcal/mol
**LUMO (alpha / beta)**: -2.84 / -2.20 eV
**Calculated total energy**: -2228.2934 a.u.
**2S+1**: 7
**⟨S²⟩**: 12.011

The geometry in XYZ format:
```
45
Properties=species:S:1:pos:R:3:forces:R:3
Eu -0.641510 -0.196594 -0.195195 0.53 0.08 4.66
C -2.824621 0.207046 2.407483 -0.04 0.14 -0.09
C -2.325433 -1.191757 2.723137 0.08 -0.09 0.04
N -1.598470 -1.752368 1.578887 0.15 -0.21 0.01
C -0.488553 -2.654987 1.922836 -0.05 0.25 0.19
C 0.643801 -1.946627 2.679981 -0.02 -0.07 0.09
S 1.092999 -0.259220 2.159897 0.15 -0.01 0.01
C 0.198955 0.814140 3.318507 -0.09 0.08 0.15
C -0.856226 1.715251 2.677487 -0.07 -0.08 0.01
N -1.789490 1.035110 1.765470 0.09 0.11 0.05
H -3.199531 0.681324 3.318183 -0.05 0.01 0.07
H -3.661645 0.144353 1.712092 -0.03 -0.02 -0.06
H -3.163687 -1.828522 3.008300 -0.08 0.00 0.05
H -1.658381 -1.171688 3.579249 0.06 0.00 0.05
H -2.246072 -2.248772 0.978702 -0.12 -0.15 -0.08
H -0.106931 -3.074256 0.995514 0.06 -0.03 -0.12
H -0.821169 -3.489191 2.544288 -0.03 -0.12 0.03
H 1.551842 -2.535068 2.566898 0.03 -0.02 0.01
H 0.448961 -1.890655 3.750305 -0.02 -0.02 0.00
H 0.943408 1.454551 3.789434 0.01 0.01 0.02
H -0.212381 0.191593 4.111169 -0.03 0.02 -0.02
H -0.360669 2.494451 2.099405 0.09 0.01 -0.06
H -1.396077 2.222827 3.483088 -0.03 0.03 0.06
H -2.254535 1.751525 1.216002 -0.03 0.03 0.01
O -1.387250 1.618882 -3.453094 0.03 0.21 -0.30
C -1.510467 0.989630 -2.441123 -0.41 0.03 0.51
O -1.548507 1.445599 -1.201178 -0.54 0.99 -1.41
C -1.418451 -0.593033 -2.410135 -1.30 0.12 -0.61
O -0.537199 -1.119179 -3.040736 0.44 -0.42 -0.75
O -2.049957 -1.150317 -1.396632 -0.84 -0.44 -1.64
C 3.167256 1.042646 -4.401394 -0.19 -0.14 0.10
N 2.482520 0.602716 -3.189654 0.35 -0.17 -0.02
C 2.522148 -0.751898 -2.649833 -0.07 0.00 -0.13
C 1.644761 -0.585524 -1.438456 0.61 -0.12 0.09
O 1.231718 -1.466618 -0.662623 0.87 -0.37 -0.42
N 1.249206 0.695660 -1.308321 0.80 0.18 -0.57
C 1.713964 1.345332 -2.411444 -0.23 0.14 0.07
N 1.407001 2.614288 -2.642825 -0.16 0.08 0.02
H 4.030801 0.404850 -4.568957 0.00 -0.03 0.03
H 3.525374 2.063138 -4.281579 -0.01 0.03 0.05
H 2.507087 0.978008 -5.266098 -0.01 0.00 -0.02
H 3.532722 -1.074032 -2.395243 0.00 0.01 0.02
H 2.056418 -1.470437 -3.322852 0.00 -0.05 -0.08
H 0.607136 2.963554 -2.129338 0.05 0.00 -0.03
H 1.499130 2.974271 -3.579613 0.02 0.01 0.01
```
Positions in Å, forces in eV/Å.

=====

2.
Formula: C43H60BrF6KN2O4P
Source: the OMol25 dataset
Level of theory: ωB97M-V with the def2-TZVPD basis set

Results
**Total charge**: -2
**Energy relative to the best compared isomer or geometry (same formula, charge and spin)**: 0.00 kcal/mol
**LUMO (alpha / beta)**: 3.41 / 3.07 eV
**Calculated total energy**: -6199.8545 a.u.
**2S+1**: 2
**⟨S²⟩**: 0.775

The geometry in XYZ format:
```
118
Properties=species:S:1:pos:R:3:forces:R:3
K -0.195851 2.915325 -0.550181 0.70 0.09 0.35
C -4.328724 -2.583283 4.666872 -0.02 -0.03 -0.02
C -4.379569 -1.084856 4.967462 0.03 0.10 -0.05
C -3.780716 -0.856388 6.362677 0.06 0.01 0.04
C -5.848551 -0.639769 4.976638 -0.07 0.00 0.00
C -3.610739 -0.258426 3.937087 -0.06 0.21 0.16
C -3.029779 -0.830808 2.835445 0.20 0.16 -0.23
C -2.321411 -0.044837 1.898296 -0.19 0.16 0.45
N -1.772609 -0.554410 0.781176 -0.01 -0.04 -0.32
C -1.613320 -1.930361 0.483179 -0.29 0.31 0.19
C -2.617948 -2.884798 0.505999 -0.11 -0.03 0.01
C -2.312426 -4.205481 0.209748 0.02 0.06 -0.02
C -0.989307 -4.504049 -0.118018 0.09 -0.05 0.06
C 0.035432 -3.560771 -0.193324 -0.01 -0.24 -0.04
C -0.324294 -2.233593 0.079609 0.41 -0.09 -0.29
O 0.542813 -1.215558 -0.048023 0.04 0.40 0.11
C 1.436581 -4.000092 -0.655312 -0.12 0.06 0.05
C 2.581311 -3.151627 -0.081239 0.00 -0.03 0.11
C 1.706901 -5.454477 -0.235630 0.05 -0.04 -0.05
C 1.482762 -3.902057 -2.186419 0.00 0.07 -0.06
C -3.367808 -5.313745 0.202302 0.06 0.06 0.00
C -4.723670 -4.811901 0.698944 -0.06 0.02 0.01
C -2.924463 -6.466187 1.114882 0.01 -0.05 0.04
C -3.538771 -5.841096 -1.229195 0.00 -0.02 -0.04
C -2.020184 1.369451 2.239628 -0.09 -0.32 0.02
O -1.084467 1.928718 1.664435 0.12 0.13 0.20
C -2.784168 1.981664 3.324458 0.05 -0.07 -0.15
C -3.519930 1.155159 4.119583 -0.15 -0.21 0.06
C -2.781282 3.494667 3.605007 0.09 -0.11 -0.13
C -2.495372 3.742621 5.095233 0.03 0.02 0.05
C -1.766081 4.315600 2.792653 -0.02 0.00 0.04
C -4.181055 4.031055 3.267781 -0.05 0.05 0.00
H -4.867024 -3.127406 5.447120 0.00 -0.01 -0.01
H -3.302124 -2.955672 4.639071 -0.02 0.02 0.02
H -4.799817 -2.820959 3.709891 0.00 0.03 0.02
H -4.297103 -1.479295 7.099727 0.01 0.03 0.00
H -3.872145 0.185699 6.675601 0.00 -0.04 -0.03
H -2.718968 -1.114740 6.374717 -0.04 -0.01 -0.01
H -6.410478 -1.193054 5.736429 0.01 0.01 -0.02
H -6.311072 -0.820780 4.003400 0.02 0.00 0.03
H -5.941324 0.425901 5.196509 0.01 -0.05 0.00
H -3.090414 -1.893443 2.675831 -0.01 -0.03 -0.01
H -3.625731 -2.573797 0.741699 0.03 0.00 0.00
H -0.746466 -5.533950 -0.352190 -0.05 0.08 0.02
H 2.557159 -3.133537 1.012591 -0.03 -0.02 -0.05
H 2.556069 -2.123285 -0.427626 -0.03 -0.02 -0.03
H 3.527925 -3.604592 -0.392222 -0.01 0.05 0.04
H 1.557521 -5.590486 0.839299 0.01 0.02 -0.05
H 2.745407 -5.702064 -0.470336 -0.03 -0.01 0.01
H 1.077589 -6.176718 -0.761695 0.04 0.05 0.01
H 1.335702 -2.867571 -2.506452 0.00 -0.05 0.02
H 0.701954 -4.517521 -2.643284 0.03 0.02 0.03
H 2.456448 -4.240193 -2.556973 -0.04 0.02 0.01
H -4.660054 -4.419878 1.717898 0.02 -0.03 -0.03
H -5.440028 -5.637530 0.698508 0.00 0.01 0.01
H -5.124411 -4.023060 0.058756 0.02 -0.03 0.00
H -2.733369 -6.105531 2.128851 -0.03 0.00 -0.04
H -2.009977 -6.941271 0.753386 -0.03 0.04 0.01
H -3.703042 -7.234704 1.162854 0.02 0.02 -0.01
H -3.873793 -5.043096 -1.896128 0.01 -0.02 0.03
H -4.276815 -6.649662 -1.258710 0.02 0.02 0.01
H -2.594455 -6.226103 -1.620899 -0.04 0.01 0.02
H -4.065806 1.595300 4.947997 0.02 -0.05 -0.01
H -1.583343 3.228758 5.408027 -0.01 0.03 -0.03
H -3.312456 3.406587 5.739158 0.03 -0.02 -0.03
H -2.358339 4.813747 5.266331 -0.03 -0.02 0.01
H -0.739189 3.995398 2.965124 -0.06 0.02 0.03
H -1.862325 5.361703 3.097698 0.00 -0.01 -0.02
H -1.952396 4.273647 1.720737 -0.03 -0.02 0.04
H -4.954480 3.505942 3.835087 0.01 0.03 -0.01
H -4.394035 3.911764 2.203284 0.02 -0.01 0.04
H -4.236824 5.098164 3.504685 -0.01 -0.04 -0.01
C 8.177047 3.179171 -3.057575 0.00 0.07 0.03
C 7.332601 1.915803 -3.275808 -0.06 -0.03 0.04
C 7.947072 0.769639 -2.456980 0.01 -0.05 0.03
C 7.427054 1.539552 -4.754026 0.01 -0.03 -0.08
C 5.886841 2.150544 -2.833686 -0.03 0.08 -0.01
C 5.607409 2.517653 -1.520186 -0.03 0.00 0.11
C 4.307727 2.700142 -1.101537 0.06 -0.06 -0.07
Br 4.018182 3.157610 0.733008 -0.02 0.00 -0.06
C 3.143097 2.530980 -1.921166 -0.15 -0.07 0.42
O 1.973073 2.665162 -1.440920 1.08 -0.08 -0.74
C 3.455445 2.169171 -3.283143 0.19 0.01 -0.14
C 4.782863 2.002155 -3.676423 -0.20 -0.03 0.05
C 2.312028 1.949731 -4.283199 0.05 0.07 0.13
C 1.451234 0.762858 -3.829844 -0.03 -0.07 -0.09
C 2.816329 1.632257 -5.693381 0.04 0.02 -0.08
C 1.448862 3.215955 -4.377732 -0.02 0.02 0.00
H 9.212569 3.017525 -3.382343 -0.04 0.00 0.02
H 8.193018 3.466664 -2.003599 -0.02 -0.01 -0.05
H 7.759800 4.016636 -3.622285 0.02 -0.03 0.01
H 8.988729 0.588088 -2.750898 -0.04 0.02 0.00
H 7.377256 -0.150915 -2.607438 0.02 0.03 0.00
H 7.930268 0.996440 -1.388603 -0.01 0.00 -0.05
H 8.476590 1.387204 -5.027421 -0.03 0.00 0.00
H 7.018820 2.325319 -5.394823 0.02 -0.01 0.03
H 6.884623 0.615350 -4.968781 0.01 0.03 0.02
H 6.404886 2.651502 -0.795379 -0.03 0.01 -0.03
H 4.966399 1.725227 -4.704427 -0.01 0.00 -0.01
H 2.054423 -0.153148 -3.826357 -0.05 0.03 0.02
H 0.613676 0.618048 -4.525075 0.06 0.01 0.04
H 1.046751 0.908741 -2.832700 0.03 0.01 0.07
H 3.403902 0.709028 -5.721231 -0.03 0.02 0.00
H 3.427892 2.442288 -6.105812 -0.04 -0.03 0.04
H 1.950653 1.497682 -6.349643 0.04 0.00 0.02
H 1.006358 3.466484 -3.416487 0.03 -0.01 -0.06
H 0.646615 3.070912 -5.110852 0.02 0.02 0.06
H 2.055297 4.070154 -4.695058 -0.02 -0.04 -0.02
F 0.180211 5.526004 -0.903589 0.02 0.12 0.02
P -1.209933 5.979886 -1.611137 -0.20 -0.08 0.19
F -2.615207 6.397604 -2.289880 -0.03 0.07 -0.06
F -1.774402 6.435900 -0.159370 -0.04 0.09 0.01
F -0.620700 7.454676 -1.867448 0.04 0.12 -0.02
F -0.649003 5.473408 -3.028507 0.01 0.06 -0.18
F -1.806994 4.475848 -1.335595 -0.54 0.56 -0.22
O -1.924880 1.187133 -0.791693 -0.27 -0.79 0.16
C -1.213601 0.297872 -0.307481 -0.05 -0.15 -0.01
N -0.002154 -0.014344 -0.708989 -0.34 -0.51 -0.13
```
Positions in Å, forces in eV/Å.

=====

> Number 1 is which compound?

C12H21EuN5O5S

=====

> The highest total charge belongs to which entry?

C12H21EuN5O5S

=====

> The highest ⟨S²⟩ belongs to which entry?

C12H21EuN5O5S

=====

> Among the records above, which one has the highest energy relative to the best compared isomer or geometry (same formula, charge and spin)?

C12H21EuN5O5S